[1]
{
  "formula": "C3H4OS",
  "method": "ωB97M-V/def2-TZVPD",
  "species": ["S", "O", "C", "C", "C", "H", "H", "H", "H"],
  "positions_angstrom": [[-2.330928, -3.441212, 0.453825], [-2.309007, -3.304856, 2.066872], [0.809685, 0.682432, -0.746536], [-0.043987, -0.453068, -0.436104], [-0.799613, -1.366638, -0.287673], [1.756416, 0.320052, -1.149025], [1.000084, 1.248962, 0.164047], [-2.969635, -2.680762, 2.398499], [0.326427, 1.321268, -1.481541]],
  "forces_ev_per_angstrom": [[1.817, 2.798, -0.182], [0.211, -0.249, -0.508], [0.152, -0.138, 0.142], [0.274, 0.556, -0.299], [-2.547, -3.470, 1.219], [0.034, 0.176, 0.000], [0.102, 0.142, -0.086], [-0.096, 0.069, -0.261], [0.052, 0.116, -0.025]],
  "mulliken_charge": [0.240, -0.368, -0.993, -1.052, 1.019, 0.259, 0.255, 0.370, 0.270],
  "e_above_lowest_ev": 5.582,
  "charge": 0,
  "gap_ev": [7.30, 7.29],
  "multiplicity": 1,
  "largest_force_ha_per_bohr": 0.0870,
  "total_energy_ev": -16052.52733
}


[2]
{
  "formula": "C5H17NO4S",
  "method": "ωB97M-V/def2-TZVPD",
  "species": ["S", "O", "O", "O", "O", "N", "C", "C", "C", "C", "C", "H", "H", "H", "H", "H", "H", "H", "H", "H", "H", "H", "H", "H", "H", "H", "H", "H"],
  "positions_angstrom": [[-0.113283, 2.735110, 1.441803], [2.346533, -0.238128, -2.838742], [-4.162262, 0.559022, -0.033557], [-1.801729, -3.164849, -0.726305], [2.472314, -1.807192, -0.263722], [-0.652692, -0.396264, -0.299294], [0.723261, -0.320838, 0.165291], [1.337969, -1.781514, 0.074205], [0.862215, 0.068721, 1.657292], [-0.826069, 0.337143, -1.533166], [1.200936, 1.547766, 1.826395], [0.731055, -2.721872, 0.042089], [1.495972, -0.628626, 2.208864], [-0.253779, -0.089190, -2.384035], [-1.082849, -1.329161, -0.268450], [-0.743251, 1.418406, -1.456117], [-1.891517, 0.180292, -1.811290], [-1.841511, -3.128263, 0.242152], [-3.458763, 1.056888, 0.403485], [-1.277567, 2.220029, 1.887906], [2.488681, 0.473297, -3.470656], [1.571412, 1.723295, 2.852977], [1.984984, 1.817651, 1.079416], [1.385116, 0.292402, -0.491973], [-0.088317, -0.140583, 2.200284], [2.997032, -0.913649, -3.099383], [-2.708207, -3.323284, -1.039780], [-3.682485, 0.293882, -0.826083]],
  "forces_ev_per_angstrom": [[-0.161, 0.375, -0.681], [0.184, -0.295, -0.109], [0.889, -0.012, -0.072], [0.096, 0.581, 0.350], [0.383, -0.231, 0.523], [3.185, 0.845, -1.025], [-0.792, -0.873, 0.801], [0.208, -0.114, -1.826], [-1.392, -0.238, 0.990], [-2.855, -0.553, -1.005], [0.494, -0.199, 0.145], [-0.136, 0.587, 0.683], [0.794, 0.434, -0.340], [0.201, 0.169, 0.642], [-0.468, 0.250, 0.030], [0.702, -0.109, 0.407], [0.609, 0.048, -0.140], [-0.437, -0.528, -0.275], [-0.404, 0.198, 0.376], [0.498, -0.400, 0.365], [0.008, 0.075, -0.050], [-0.091, -0.076, -0.559], [-0.357, -0.027, 0.811], [-0.829, -0.293, 0.399], [0.215, 0.252, -0.634], [-0.331, 0.287, 0.230], [0.331, 0.019, 0.241], [-0.544, -0.169, -0.279]],
  "mulliken_charge": [-0.186, -0.567, -0.606, -0.664, -0.310, 0.166, 0.252, -0.274, -0.905, -0.904, -0.689, 0.323, 0.504, 0.299, 0.294, 0.358, 0.336, 0.364, 0.324, 0.106, 0.299, 0.396, 0.336, 0.482, 0.369, 0.286, 0.304, 0.306],
  "e_above_lowest_ev": 0.272,
  "charge": 1,
  "gap_ev": [9.50, 5.21],
  "multiplicity": 2,
  "s2": 0.756,
  "largest_force_ha_per_bohr": 0.0671,
  "total_energy_ev": -25966.49064
}


[3]
{
  "formula": "C2H3F3O",
  "method": "ωB97M-V/def2-TZVPD",
  "species": ["F", "F", "F", "O", "C", "C", "H", "H", "H"],
  "positions_angstrom": [[1.213940, -0.762112, 0.910174], [1.739117, 1.116901, 0.345114], [-1.173192, -1.778759, 0.538505], [-1.417256, -0.738508, -0.421202], [1.039338, 0.056109, -0.108298], [-0.738054, 0.423387, -0.137143], [1.221273, -0.218274, -1.142522], [-0.932679, 1.165549, -0.859279], [-0.952485, 0.735703, 0.874650]],
  "forces_ev_per_angstrom": [[0.053, -2.278, -0.194], [0.125, 1.219, -1.344], [0.152, 1.053, -0.117], [-1.079, -0.917, -1.455], [-4.359, 2.374, 0.959], [4.687, -1.723, 2.699], [1.041, -0.672, 0.245], [-0.541, 0.489, -1.087], [-0.078, 0.454, 0.294]],
  "mulliken_charge": [-0.228, -0.257, -0.145, -0.141, 0.244, -0.430, 0.303, 0.350, 0.303],
  "e_above_lowest_ev": 5.097,
  "charge": 0,
  "gap_ev": 10.85,
  "multiplicity": 1,
  "largest_force_ha_per_bohr": 0.1104,
  "total_energy_ev": -12317.68184
}


[4]
{
  "formula": "C33H64AsF4N9Si3Tl",
  "method": "ωB97M-V/def2-TZVPD",
  "species": ["Tl", "As", "Si", "Si", "Si", "F", "F", "F", "F", "N", "N", "N", "N", "N", "N", "N", "N", "N", "C", "C", "C", "C", "C", "C", "C", "C", "C", "C", "C", "C", "C", "C", "C", "C", "C", "C", "C", "C", "C", "C", "C", "C", "C", "C", "C", "C", "C", "C", "C", "C", "C", "H", "H", "H", "H", "H", "H", "H", "H", "H", "H", "H", "H", "H", "H", "H", "H", "H", "H", "H", "H", "H", "H", "H", "H", "H", "H", "H", "H", "H", "H", "H", "H", "H", "H", "H", "H", "H", "H", "H", "H", "H", "H", "H", "H", "H", "H", "H", "H", "H", "H", "H", "H", "H", "H", "H", "H", "H", "H", "H", "H", "H", "H", "H", "H"],
  "positions_angstrom": [[-0.493656, -0.268576, -0.514755], [1.450772, 0.605809, 3.262716], [3.510767, -0.424573, 2.541733], [0.729846, -0.081877, 5.478320], [1.249441, 2.973852, 2.903200], [-0.485423, -3.023119, -4.954205], [1.770698, -3.615164, -6.229502], [2.006612, -2.277713, -0.977457], [4.246930, -2.866565, -2.298052], [-0.431913, -2.413737, -2.143664], [-2.653105, 0.146537, -2.265562], [-4.701293, 0.787449, -2.762002], [-5.085642, 1.426585, 0.194837], [-0.236947, 2.582982, -1.473148], [-2.040724, -3.186590, 0.160625], [-2.978637, 0.848208, 0.500053], [1.969551, 0.618028, -2.663469], [-0.791508, 1.635101, -5.782512], [0.660015, -3.073122, -4.254152], [0.661785, -2.737256, -2.880624], [4.731301, 0.095978, 3.833514], [3.088201, -2.942248, -2.949012], [-0.014948, 1.796803, -4.487686], [-2.916431, -0.140692, -3.587466], [3.892920, 0.263236, 0.859182], [-3.754721, 0.686457, -1.796824], [1.833926, -3.339855, -4.931707], [2.238990, 1.825072, -3.459992], [-0.547352, 3.251095, 2.529778], [-1.057136, -2.572363, 2.378891], [-3.390903, -3.231046, 0.715281], [-4.462046, -2.832289, -0.286563], [3.059455, -3.299422, -4.286871], [-3.547385, 1.157055, 1.711102], [1.470681, 1.721432, -4.777197], [-0.983429, -3.438892, 1.131622], [-1.022911, 0.507843, 5.592039], [1.806719, 3.827179, 4.443527], [-4.849529, 1.519685, 1.541895], [1.927487, -2.642753, -2.267268], [2.303996, 3.392895, 1.427621], [-1.866546, -3.981320, -1.034269], [-4.180711, 0.250095, -3.913162], [0.879243, -1.927949, 5.591801], [0.351710, 3.379725, -2.563506], [1.884537, 0.808186, 6.616723], [3.192425, -2.246993, 2.455219], [-0.405530, 3.125006, -3.869841], [-3.932501, 1.016925, -0.387275], [1.847383, 3.101908, -2.715450], [-1.661705, -3.132087, -2.319223], [2.294061, 2.608581, 0.668861], [2.933716, 0.600377, 6.407002], [-1.119622, -1.509302, 2.132947], [-1.911561, -2.819403, 3.008178], [-0.159652, -2.736239, 2.974798], [-1.011474, -4.655958, -0.937706], [-4.762612, 0.157635, -4.812479], [-4.248942, -1.844822, -0.700709], [5.737694, -0.108321, 3.458169], [1.763317, 2.550019, -5.429258], [1.853649, 4.897816, 4.225288], [-5.612705, 1.819805, 2.235955], [-0.031900, -3.256060, 0.620427], [1.729605, 0.791411, -5.292336], [-0.165338, 3.930992, -4.572018], [-3.430510, -2.527138, 1.546300], [-5.969944, 1.625285, -0.244635], [3.971257, -3.533197, -4.818322], [1.303042, -2.200077, 6.559884], [4.674530, 1.163058, 4.052423], [-1.661141, -0.055168, 4.908257], [-1.393912, 0.340182, 6.605907], [2.605394, 0.587500, -1.872252], [-1.172661, 3.092287, 3.408358], [-3.627262, -4.223060, 1.128828], [3.010366, 0.239867, 0.216051], [2.281855, 3.942472, -3.262594], [2.798925, 3.512586, 4.766574], [-5.636503, 1.151211, -2.669560], [-5.429338, -2.796078, 0.213088], [3.223573, -2.720802, 3.435507], [2.202945, -0.201046, -3.217481], [1.515203, -2.361917, 4.823370], [-1.483814, 3.162689, -3.685721], [4.604913, -0.458822, 4.763077], [-0.579813, 2.402058, -6.430571], [3.342329, 3.567387, 1.711522], [-2.993883, 1.096770, 2.630705], [1.108272, 3.687870, 5.267578], [3.303054, 1.912455, -3.705177], [-1.122494, 1.572533, 5.378964], [-0.560020, 0.758074, -6.260109], [1.734051, 1.885437, 6.611108], [-0.967618, -4.493122, 1.446999], [-4.559942, -3.537686, -1.110894], [1.673970, 0.444965, 7.626877], [-0.691606, 4.285104, 2.207492], [1.928355, 4.315744, 0.978742], [0.229466, 2.844532, -0.608294], [3.969406, -2.711015, 1.843474], [-1.694001, -3.783375, -3.189776], [4.664858, -0.359188, 0.400666], [-0.104262, -2.391131, 5.515287], [0.249992, 4.450435, -2.352526], [-2.225049, -0.713866, -4.182996], [-1.207392, 2.857854, -1.347329], [-0.324903, 0.968663, -3.849863], [2.323427, 3.113248, -1.731398], [-0.909313, 2.589900, 1.739146], [2.230030, -2.468141, 1.989640], [-1.801070, 1.642888, -5.597947], [-2.496003, -2.431412, -2.338779], [-2.735235, -4.613474, -1.230328], [4.267520, 1.285191, 0.906301]],
  "forces_ev_per_angstrom": [[-0.083, 0.018, 0.145], [0.184, -0.011, 0.239], [-0.174, 0.022, -0.017], [-0.073, 0.004, -0.152], [-0.065, -0.172, -0.094], [0.174, -0.003, 0.180], [0.027, 0.018, 0.066], [-0.057, -0.065, -0.172], [-0.017, -0.007, -0.035], [0.217, -0.115, -0.135], [0.054, -0.103, -0.196], [-0.021, -0.026, -0.037], [-0.003, 0.024, 0.072], [-0.040, 0.091, -0.079], [0.104, 0.525, -0.133], [-0.084, 0.046, 0.114], [-0.004, -0.055, -0.055], [-0.052, -0.012, -0.111], [-0.052, -0.083, -0.143], [-0.369, 0.185, -0.014], [0.083, 0.020, 0.020], [-0.017, 0.023, 0.092], [-0.078, -0.078, 0.000], [0.003, -0.001, 0.028], [0.010, 0.082, -0.099], [-0.045, 0.097, 0.241], [-0.084, -0.006, -0.009], [0.061, -0.033, 0.038], [-0.100, -0.020, -0.036], [0.000, -0.020, 0.013], [-0.150, -0.021, 0.066], [-0.024, 0.024, 0.028], [-0.011, 0.000, 0.003], [0.044, 0.011, -0.046], [-0.035, 0.058, 0.007], [0.076, -0.072, 0.192], [-0.071, 0.002, 0.010], [0.046, 0.058, 0.050], [-0.014, -0.022, -0.015], [0.224, 0.059, 0.068], [0.056, -0.019, -0.073], [0.026, -0.284, -0.313], [0.018, 0.015, 0.025], [-0.009, -0.055, -0.011], [-0.054, 0.067, 0.102], [0.084, 0.030, 0.040], [-0.038, -0.087, -0.006], [0.040, 0.005, 0.016], [0.037, -0.021, -0.246], [0.076, 0.066, -0.076], [-0.116, -0.045, 0.299], [-0.055, 0.010, -0.015], [0.025, -0.015, 0.012], [-0.016, 0.075, -0.038], [0.020, -0.029, 0.004], [0.044, 0.011, 0.031], [-0.018, 0.006, 0.058], [-0.016, -0.005, -0.047], [0.020, 0.053, -0.008], [0.035, -0.014, 0.033], [0.022, 0.005, -0.019], [0.009, 0.035, 0.045], [-0.030, 0.024, 0.038], [0.010, -0.009, 0.012], [0.003, -0.030, 0.013], [0.004, 0.005, 0.002], [-0.005, -0.013, -0.005], [0.024, -0.024, 0.014], [0.027, -0.006, -0.016], [-0.009, -0.006, 0.033], [0.028, 0.019, 0.001], [-0.031, 0.022, -0.004], [-0.028, -0.012, 0.017], [-0.043, 0.058, 0.037], [-0.026, -0.005, 0.032], [0.047, -0.046, -0.030], [-0.020, -0.058, 0.005], [0.035, 0.000, 0.004], [0.028, 0.009, 0.010], [0.024, -0.019, -0.001], [-0.019, 0.010, 0.004], [-0.009, -0.014, 0.023], [0.059, -0.036, -0.010], [0.043, -0.024, -0.016], [-0.009, 0.008, 0.021], [-0.011, -0.007, 0.026], [-0.034, -0.069, 0.060], [0.033, -0.008, 0.002], [0.040, 0.007, 0.056], [-0.025, 0.006, 0.026], [-0.028, -0.023, -0.035], [-0.001, 0.027, 0.006], [-0.028, 0.091, 0.063], [0.007, 0.044, 0.017], [-0.034, -0.034, -0.037], [0.008, -0.013, -0.019], [0.018, 0.024, 0.038], [-0.029, 0.027, -0.002], [0.024, 0.055, -0.006], [0.003, -0.062, 0.005], [0.023, -0.024, -0.006], [0.024, -0.043, -0.053], [0.019, -0.004, -0.033], [-0.022, -0.046, -0.012], [-0.013, -0.023, -0.005], [0.079, 0.029, -0.092], [-0.036, -0.016, 0.042], [-0.017, 0.001, 0.005], [-0.013, -0.008, 0.012], [-0.013, 0.005, -0.046], [0.003, -0.022, -0.023], [0.089, -0.037, -0.022], [0.030, 0.065, -0.103], [0.006, -0.062, 0.051], [0.015, 0.014, -0.003]],
  "mulliken_charge": [0.918, 0.225, 0.132, 0.244, 0.221, -0.362, -0.291, -0.136, -0.287, 0.584, 1.276, -0.061, -0.034, 0.090, 1.116, 0.682, -0.052, 0.071, 0.256, 0.120, -1.049, 0.321, 1.177, -0.684, -0.285, -0.360, 0.205, 0.086, -0.605, -0.601, -0.518, -1.447, -0.545, -0.447, -1.585, -0.965, -0.934, -1.041, -0.998, -0.315, -0.514, -1.922, -1.377, -0.968, 0.081, -0.952, -0.715, -1.540, -0.550, -1.573, -0.255, -0.453, 0.285, -0.181, 0.551, 0.265, 0.446, 0.522, 0.237, 0.422, 0.450, 0.421, 0.463, 0.134, 0.598, 0.439, 0.321, 0.180, 0.549, 0.427, 0.330, 0.165, 0.477, 0.056, 0.370, 0.297, -0.650, 0.519, 0.360, 0.201, 0.472, 0.465, -0.099, 0.181, 0.551, 0.307, 0.410, 0.615, 0.418, 0.306, 0.563, 0.282, 0.418, 0.279, 0.408, 0.416, 0.408, 0.482, 0.479, -0.412, 0.452, 0.646, 0.570, 0.359, 0.482, 0.684, 0.197, -0.701, 0.406, -0.185, -0.097, 0.363, -0.200, 0.549, 0.490],
  "e_above_lowest_ev": 0.000,
  "charge": 3,
  "gap_ev": [6.37, 5.77],
  "multiplicity": 1,
  "largest_force_ha_per_bohr": 0.0107,
  "total_energy_ev": -148685.77018
}